(1)
Formula: C14H27ClLuOP2
Source: the OMol25 dataset
Level of theory: the ωB97M-V functional and the def2-TZVPD basis

Calculated values
Kohn-Sham gap: 5.7 eV
Total charge: +1
HOMO: -0.3786 Eh

Each line ends with the Löwdin charge.
Element x y z (Å)
Lu 0.24669 -0.11892 -0.00056  0.90
H -2.85782 0.86570 -0.64553  0.04
H -2.59835 1.51404 -0.35634  0.04
P -0.74968 -2.31046 -1.24894  0.67
P 1.05392 2.36696 0.81740  0.67
C 1.25595 2.52735 2.62277  -0.27
H 1.79728 3.45112 2.88555  0.06
H 0.26399 2.52079 3.10368  0.05
H 1.81378 1.65745 3.00582  0.04
C 2.71094 2.66705 0.08543  -0.26
H 2.60966 2.62890 -1.00885  0.05
H 3.09749 3.64662 0.39977  0.06
H 3.40754 1.86983 0.37935  0.04
C 0.06916 3.81028 0.27337  -0.27
H -0.92316 3.77187 0.75329  0.04
H 0.56974 4.76772 0.50564  0.06
H -0.08330 3.72087 -0.81514  0.05
C 0.63836 -2.98418 -2.22546  -0.27
H 0.30833 -3.86204 -2.79988  0.06
H 1.00274 -2.20043 -2.90602  0.05
H 1.46636 -3.26542 -1.55948  -0.03
C -1.24783 -3.64906 -0.12388  -0.27
H -2.16729 -3.34774 0.40764  0.05
H -1.41903 -4.59380 -0.67032  0.06
H -0.45811 -3.79540 0.63135  0.04
C -2.06160 -2.04423 -2.49474  -0.27
H -1.73273 -1.21493 -3.14281  0.05
H -2.24785 -2.94737 -3.10442  0.06
H -2.98367 -1.72597 -1.97980  0.04
C -0.93876 -0.55661 1.93073  -0.04
O -1.46883 -0.81632 2.92856  0.15
H 0.51917 0.50525 -1.67759  -0.16
Cl 3.55736 -3.78556 -0.27446  0.73
C 2.91950 -3.40433 1.28520  -0.61
C 2.90996 -4.40288 2.24880  -0.10
C 2.39358 -4.12254 3.52242  -0.09
C 1.88565 -2.86098 3.81183  -0.09
C 1.91579 -1.84526 2.85830  -0.09
C 2.43500 -2.08837 1.54895  -0.34
C 2.36563 -1.05971 0.50674  -0.30
H 3.29235 -5.39463 2.00054  0.11
H 2.39067 -4.91014 4.28254  0.11
H 1.46182 -2.65449 4.79355  0.11
H 1.54392 -0.85390 3.10414  0.08
H 2.77679 -0.07552 0.80125  0.01
H 2.71674 -1.37994 -0.49920  0.02

---

(2)
Formula: C3H4N2S2
Source: the OMol25 dataset
Level of theory: the ωB97M-V functional and the def2-TZVPD basis

Calculated values
<S²>: 2.01
Kohn-Sham gap (spin up / spin down): 7.0 / 6.0 eV
Multiplicity: 3
HOMO (spin up / spin down): -0.2327 / -0.3463 Eh

Each line ends with the Löwdin charge.
Element x y z (Å)
C 0.82901 1.66302 -0.61981  -0.17
C 1.21165 0.46574 -0.20376  -0.03
C -1.04077 0.49692 -0.87120  -0.22
N -0.51072 1.69631 -1.00792  0.04
N -0.11475 -0.37580 -0.33030  -0.48
S -1.28641 -2.53229 1.92409  0.18
S -0.19974 -1.96687 0.11757  0.59
H 1.30389 2.57372 -0.50603  0.08
H 2.08324 -0.05796 0.02862  0.07
H -1.98980 0.22826 -1.34747  0.13
H -0.28560 -2.19105 2.81621  -0.20

---

(3)
Formula: C3H7NO3
Source: the OMol25 dataset
Level of theory: the ωB97M-V functional and the def2-TZVPD basis

Calculated values
Kohn-Sham gap: 10.3 eV
SMILES: N[C@@H](CO)C(=O)O
HOMO: -0.3549 Eh

Each line ends with the Löwdin charge.
Element x y z (Å)
N 0.71792 0.32443 1.37131  0.08
C -0.26934 -0.13404 0.37957  -0.29
C -0.30552 0.76547 -0.84694  -0.20
O -0.59334 2.05910 -0.33560  -0.06
C 0.01228 -1.58486 0.12793  -0.49
O -0.70438 -2.50446 0.43462  0.11
O 1.12159 -1.77925 -0.61499  0.11
H 1.29007 1.05529 0.97187  0.08
H 0.26936 0.74269 2.16901  0.08
H -1.22541 -0.01372 0.83947  0.14
H -1.05877 0.46200 -1.56848  0.13
H 0.68340 0.87969 -1.26459  0.12
H -1.15370 2.47126 -0.98993  0.08
H 1.21584 -2.74360 -0.67326  0.13

---

(4)
Formula: C4H15N2O5
Source: the OMol25 dataset
Level of theory: the ωB97M-V functional and the def2-TZVPD basis

Calculated values
Kohn-Sham gap: 7.7 eV
Total charge: -1
HOMO: -0.1575 Eh

Each line ends with the Löwdin charge.
Element x y z (Å)
C 0.09763 0.69765 1.53537  -0.21
C 0.10454 -0.68481 2.20713  -0.15
C -0.49827 -1.88774 1.33710  -0.32
O 0.20802 -3.01874 1.04054  -0.12
N -1.23623 0.91616 0.96084  0.00
C -1.52242 1.53967 -0.26219  -0.71
N -0.57136 1.60242 -1.20860  0.03
O -2.71998 1.87202 -0.27336  -0.10
H 0.17552 1.38603 2.34165  0.09
H 0.89364 0.91610 0.85137  0.07
H 1.17374 -0.99962 2.43819  0.12
H -0.45224 -0.59519 3.13254  0.08
H -1.39478 -2.25329 1.90982  0.11
H -0.93678 -1.44594 0.35739  0.13
H -1.98674 0.67099 1.60630  0.13
H -0.93182 1.74026 -2.09676  0.00
H 0.32019 -0.07992 -1.84208  0.01
H 2.19778 1.30135 -0.97570  -0.01
H 1.15646 2.23815 -0.44144  -0.04
O 2.06359 2.21836 -0.73885  -0.10
H 0.87530 -2.42627 -1.37299  0.05
H 0.87907 0.27519 -3.21347  0.00
O 0.94328 -0.32460 -2.53929  -0.06
H 2.08768 -1.41900 -1.42507  0.02
H 1.12634 -2.64555 0.77124  0.10
O 1.81199 -2.29799 -1.12507  -0.09

---

(5)
Formula: C4H6BrN3
Source: the OMol25 dataset
Level of theory: the ωB97M-V functional and the def2-TZVPD basis

Calculated values
Kohn-Sham gap: 7.7 eV
HOMO: -0.2518 Eh

Each line ends with the Löwdin charge.
Element x y z (Å)
C 0.65737 -0.74538 -0.23977  -0.22
C 1.10709 1.23105 -1.28204  -0.26
C -0.70127 1.01222 0.08045  -0.71
C -1.53061 -1.26904 0.64397  -0.02
N 1.37376 0.08035 -0.95674  0.05
N -0.57675 -0.25987 0.17862  -0.25
N 1.60703 2.40705 -1.47423  0.09
Br -2.23300 1.79829 0.38087  0.79
H 0.63998 -1.83484 -0.44356  0.11
H -1.42958 -1.50645 1.60238  0.05
H -2.50561 -0.93022 0.44148  0.05
H -1.23468 -2.10637 0.03154  0.08
H 1.27073 3.06208 -2.13681  0.08
H 2.44326 2.87025 -0.97164  0.15

---

(6)
Formula: C5H7N
Source: the OMol25 dataset
Level of theory: the ωB97M-V functional and the def2-TZVPD basis

Calculated values
Kohn-Sham gap (spin up / spin down): 8.6 / 8.6 eV
HOMO (spin up / spin down): -0.3000 / -0.3000 Eh

Each line ends with the Löwdin charge.
Element x y z (Å)
C 3.35712 0.43496 -0.02541  0.03
C -0.29910 -1.40297 0.13660  -0.06
C -0.65483 -0.10853 -0.59944  -0.28
C 0.64207 -0.30293 0.02187  -0.19
C -1.59663 0.89616 0.03622  -0.06
N 2.01218 0.07488 0.01247  0.00
H 3.61255 1.02884 0.85019  -0.02
H -0.75128 -1.59856 1.10205  0.11
H -0.11838 -2.29916 -0.44670  0.11
H -0.72093 -0.17360 -1.68065  0.14
H -1.15240 1.30707 0.94162  0.08
H -2.54221 0.42415 0.30428  0.08
H -1.78815 1.71970 -0.65310  0.08

---

(7)
Formula: C5H10N
Source: the OMol25 dataset
Level of theory: the ωB97M-V functional and the def2-TZVPD basis

Calculated values
Kohn-Sham gap: 8.8 eV
Total charge: +1
SMILES: C[C@@]12C[C@]1(C)[NH2+]2
HOMO: -0.4822 Eh

Each line ends with the Löwdin charge.
Element x y z (Å)
C 1.07596 -1.31049 -0.30457  -0.07
C -0.03718 -0.71620 -0.95461  -0.19
C -1.35585 -0.64168 -0.24332  -0.06
C -0.77983 0.73738 -0.04569  -0.16
C -0.31504 1.28420 1.25675  0.03
N -0.12638 0.73555 -1.36437  0.17
H 1.27078 -2.30856 -0.76209  0.11
H 0.74955 -1.84224 0.68587  0.14
H 2.02681 -0.80914 -0.14017  0.10
H -1.35007 -1.39379 0.59229  0.14
H -2.22700 -0.78960 -0.94547  0.13
H -1.11713 1.23018 1.95558  0.10
H 0.18334 2.14885 1.17771  0.05
H 0.40220 0.51463 1.58669  0.11
H -0.72755 0.88860 -2.17847  0.19
H 0.77788 1.21894 -1.42959  0.20

---

(8)
Formula: C36H41ErN5Se
Source: the OMol25 dataset
Level of theory: the ωB97M-V functional and the def2-TZVPD basis

Calculated values
<S²>: 3.76
Kohn-Sham gap (spin up / spin down): 3.4 / 3.4 eV
Multiplicity: 4
Total charge: -1
HOMO (spin up / spin down): -0.0423 / -0.0429 Eh

Each line ends with the Löwdin charge.
Element x y z (Å)
Er -0.22404 -0.54052 -0.03330  1.20
N 0.57859 -3.34500 3.33422  0.04
N -0.20914 -2.31670 -1.89979  -0.10
C 0.70916 1.94073 -0.24222  -0.32
C 1.73206 0.99417 0.07249  -0.37
C 1.63083 0.69882 1.46897  -0.34
C 2.49870 -0.23334 2.20052  -0.18
H 3.36828 -0.51584 1.59703  0.06
H 1.90924 -1.34474 2.33055  -0.03
H 2.77391 0.10356 3.20470  0.04
C 0.55327 1.45581 2.01553  -0.27
C 0.28271 1.59680 3.46838  -0.06
H 0.96146 2.34012 3.92261  0.08
H 0.44272 0.66129 4.02196  0.06
H -0.74002 1.93824 3.67275  0.07
C -0.02843 2.20563 0.95549  -0.29
C -1.22560 3.08073 1.06235  -0.08
H -2.11692 2.49207 1.34826  0.01
H -1.43979 3.55219 0.09287  0.07
H -1.11163 3.88526 1.80898  0.08
C 2.65997 0.35860 -0.91010  -0.07
H 3.62375 0.89330 -0.98018  0.08
H 2.23166 0.36651 -1.92697  0.05
H 2.87781 -0.69300 -0.66258  0.08
C 0.46588 2.46576 -1.61714  -0.06
H -0.60298 2.64150 -1.80714  0.06
H 0.80182 1.73516 -2.36868  0.06
H 1.00404 3.40179 -1.85141  0.08
C -0.25357 -4.12478 4.00127  -0.20
H -0.00458 -4.35613 5.04875  0.09
C -1.43923 -4.66821 3.39731  -0.15
H -2.03672 -5.33433 4.03391  0.06
C -1.76492 -4.34096 2.06680  -0.13
H -2.73609 -4.64892 1.62556  0.10
C -0.79662 -3.65386 1.30770  -0.09
H -0.85032 -3.54923 0.21126  0.07
C 0.29115 -3.05164 2.05693  -0.47
C 1.25931 -2.11185 1.53221  -0.20
H 1.41291 -2.55498 0.51091  0.03
C -0.69794 -1.20954 -2.35230  -0.30
C 0.51608 -3.07908 -2.77901  -0.12
H 1.07284 -3.98226 -2.58255  0.10
C 0.28422 -2.48106 -3.97737  -0.08
H 0.62247 -2.81602 -4.93782  0.09
N -0.54944 -1.33776 -3.71383  -0.03
C -0.72093 -0.17275 -4.46191  -0.13
C 0.36592 0.26676 -5.23961  -0.19
C 0.19300 1.48197 -5.91080  -0.02
H 0.95095 1.81714 -6.62527  0.11
C -0.93246 2.27718 -5.67922  -0.28
C -1.17162 3.49698 -6.52696  -0.07
H -1.74232 4.25311 -5.97202  0.07
H -1.75709 3.20874 -7.41472  0.08
H -0.21697 3.92090 -6.86562  0.07
C -1.88354 1.90120 -4.71992  -0.02
H -2.73913 2.56275 -4.53560  0.12
C -1.76616 0.68925 -4.04899  -0.20
C -2.75045 0.42687 -2.95716  -0.08
H -2.91690 -0.62587 -2.72505  0.07
H -3.72299 0.86133 -3.25477  0.08
H -2.52397 0.96225 -2.01280  0.07
C 1.69600 -0.40938 -5.26690  -0.05
H 1.66762 -1.45085 -5.58879  0.05
H 2.21555 -0.36282 -4.29605  0.09
H 2.34450 0.10104 -5.98999  0.08
C -5.05484 0.43398 3.98038  -0.03
N -3.73418 -0.15288 4.14824  -0.07
C -2.79270 -0.44626 3.19075  -0.61
Se -2.84274 -0.22329 1.31788  0.67
N -1.72435 -0.94113 3.89201  0.15
C -1.94970 -0.90300 5.27028  -0.18
C -1.09010 -1.08363 6.34143  0.01
C -1.63523 -0.91281 7.62591  -0.08
C -2.95579 -0.43349 7.80099  -0.09
C -3.76617 -0.15196 6.69153  -0.02
C -3.24089 -0.42724 5.43798  -0.16
H -5.33865 0.41746 2.92375  0.07
H -5.06488 1.46578 4.36168  0.10
H -5.77754 -0.13522 4.58029  0.09
H -0.88424 -1.32297 3.44751  0.13
H -0.04515 -1.33627 6.13649  0.13
H -1.04453 -1.14726 8.51567  0.10
H -3.33326 -0.28123 8.81595  0.10
H -4.77685 0.26213 6.77516  0.11